Record 1
ORCA calculation (wB97M-V/def2-TZVPD) on a single C15H18N2O4S2 molecule.

Geometry as XYZ:
```
41
Properties=species:S:1:pos:R:3:nbo_charge:R:1
O -5.589 -0.234 -1.639 -0.5889
H -1.071 0.927 -1.778 0.2417
C -1.459 0.612 1.555 -0.1623
C -7.194 -0.632 0.102 -0.7145
O 1.261 1.942 1.441 -0.9395
C -3.545 0.199 0.421 0.1565
H 2.607 -2.987 -1.323 0.2234
H 5.962 -1.561 -0.064 0.2459
C -5.826 -0.309 -0.459 0.6884
H -7.154 -1.544 0.693 0.2281
H -7.543 0.182 0.734 0.2286
N -4.896 -0.119 0.532 -0.6040
H -3.286 0.133 2.554 0.2088
H -3.495 0.346 -1.716 0.2554
C -0.856 0.829 0.331 -0.3631
H 1.687 -3.102 0.197 0.2325
C 4.960 -1.322 -0.423 -0.5695
H -7.891 -0.770 -0.719 0.2456
C -2.921 0.421 -0.807 -0.2113
C -2.802 0.300 1.602 -0.2376
O 1.245 1.658 -1.015 -0.9462
C 4.673 0.128 -0.296 0.2452
H -5.225 -0.223 1.483 0.3967
H 2.320 -0.349 1.110 0.4232
H 4.853 -1.648 -1.457 0.2386
H 4.173 3.129 0.879 0.2354
H 0.719 -1.299 -1.137 0.2090
H 2.302 -0.560 -1.409 0.2112
H -0.866 0.702 2.450 0.2418
H 3.845 2.785 -1.804 0.2095
C 4.129 2.094 -1.038 0.1084
C 4.652 0.956 0.789 -0.3194
C -1.575 0.736 -0.844 -0.1728
S 0.890 1.173 0.290 2.3204
N 1.492 -0.373 0.526 -0.8847
C 2.353 -2.475 -0.394 -0.5259
C 4.297 2.237 0.303 -0.3065
H 4.861 0.682 1.804 0.2321
S 3.860 -2.358 0.624 0.1850
O 4.350 0.822 -1.412 -0.4117
C 1.703 -1.131 -0.688 -0.2535
```

Summary:
energy above the lowest of the compared OMol25 structures with the same formula, charge and spin	9.2	kcal/mol
strongest force on any atom	0.018	hartree/bohr
structure (SMILES)	CC(=O)Nc1ccc(S(=O)(=O)NCCSCc2ccco2)cc1
Kohn-Sham gap	8.7	eV
lowest unoccupied orbital energy	0.48	eV

Record 2
ORCA calculation (wB97M-V/def2-TZVPD) on a single C15H18N2O5 molecule in a non-equilibrium geometry.

Geometry as XYZ:
```
40
Properties=species:S:1:pos:R:3:nbo_charge:R:1
O -6.749 1.057 -0.629 -0.5629
C -2.600 -0.979 0.675 -0.2303
H 4.872 1.414 -1.237 0.1655
H -2.173 -1.756 1.127 0.2014
H -8.286 -1.812 0.113 0.1766
C -1.931 0.386 0.373 0.2231
C -4.641 0.208 -0.203 -0.2597
H 4.237 0.366 1.181 0.1844
H 6.739 0.312 0.475 0.2253
O 3.952 -0.278 -1.311 -0.5243
C 4.883 0.720 -0.628 0.1255
H 2.419 2.341 0.287 0.4498
C -3.829 1.121 -0.521 -0.0368
O 1.897 -0.556 1.407 -0.7462
H -0.135 -0.704 1.264 0.4667
N -0.575 0.104 0.719 -0.6028
H -4.707 -1.670 0.819 0.2223
O 0.293 2.122 -0.013 -0.6833
C -4.053 -0.909 0.374 -0.1235
C -6.132 0.149 -0.279 0.7848
H 3.606 -1.605 -0.035 0.1931
H 4.675 1.947 1.371 0.2155
H -1.905 2.156 -0.577 0.2730
O -6.675 -1.080 -0.133 -0.4982
C -2.594 1.406 -0.298 -0.3199
H 4.146 -2.320 -1.724 0.1715
H -8.273 -0.813 -1.278 0.1635
C -8.051 -0.926 -0.109 -0.2230
C 5.733 -1.377 -0.347 -0.4203
N 2.752 1.397 0.537 -0.5030
C 1.923 0.619 0.740 0.5828
C 0.488 0.897 0.425 0.6059
H 6.664 0.078 -1.240 0.2006
C 4.183 1.175 0.814 -0.2058
H -4.326 2.251 -0.796 0.2027
H 6.405 -2.145 -1.028 0.2068
C 6.181 0.141 -0.483 -0.4293
C 4.314 -1.479 -0.830 -0.0803
H 5.706 -1.820 0.621 0.2146
H -8.433 -0.142 0.376 0.1943
```

Summary:
energy above the lowest of the compared OMol25 structures with the same formula, charge and spin	284.7	kcal/mol
strongest force on any atom	0.385	hartree/bohr
structure (SMILES)	COC(=O)c1ccc(NC(=O)C(=O)NC[C@H]2CCCO2)cc1
Kohn-Sham gap	8.8	eV
lowest unoccupied orbital energy	0.15	eV

Record 3
ORCA calculation (wB97M-V/def2-TZVPD) on a single C15H18N4O4 molecule in a non-equilibrium geometry.

Geometry as XYZ:
```
41
Properties=species:S:1:pos:R:3:nbo_charge:R:1
C 2.197 -0.817 -0.528 -0.1036
C -5.148 1.246 -0.141 0.6853
N -4.422 1.366 -1.378 -0.8879
H 4.494 3.435 -0.672 0.2259
H 0.283 -1.666 -0.564 0.2275
C -4.276 0.846 1.032 -0.4996
C 3.207 0.203 -0.405 -0.0888
N -2.157 -0.465 1.090 -0.6457
H 0.689 1.088 0.915 0.2048
H -3.354 1.512 -1.407 0.4430
C 4.499 -0.459 -0.157 0.1273
C 2.870 -1.993 -0.497 -0.0293
H -4.991 0.770 1.961 0.2419
H 4.985 -2.542 -0.199 0.4175
C 4.280 2.297 -0.420 -0.2369
H 0.346 -0.068 -1.452 0.2387
C 5.571 1.584 -0.051 -0.2001
O -2.745 -1.716 -1.164 -0.5888
C 0.229 0.063 0.668 -0.1301
H -4.954 -2.134 -1.744 0.5055
H -4.988 1.872 -2.016 0.3920
C -3.678 -1.293 -0.541 0.7918
O -6.343 1.327 0.016 -0.5799
H 0.368 -0.672 2.664 0.3797
H 6.642 -0.361 0.032 0.2178
H 1.211 -1.508 1.588 0.3841
H 2.226 2.250 -0.672 0.2310
C 3.149 1.619 -0.524 -0.2178
H -3.417 1.481 1.389 0.2603
O -4.957 -1.663 -0.832 -0.6919
O -1.531 1.302 -0.341 -0.6534
N 4.252 -1.806 -0.266 -0.5421
H 6.570 1.992 0.058 0.2105
C -1.265 0.387 0.400 0.7140
H -4.109 -1.240 1.360 0.2492
H 2.594 -3.105 -0.306 0.2144
C 5.669 0.173 0.039 -0.2482
N 0.450 -0.903 1.654 -0.8732
C 0.708 -0.619 -0.656 -0.4039
H -1.572 -1.240 1.337 0.4275
C -3.585 -0.543 0.732 -0.1685
```

Summary:
energy above the lowest of the compared OMol25 structures with the same formula, charge and spin	72.1	kcal/mol
strongest force on any atom	0.138	hartree/bohr
structure (SMILES)	NC(=O)C[C@H](NC(=O)[C@@H](N)Cc1c[nH]c2ccccc12)C(=O)O
Kohn-Sham gap	8.7	eV
lowest unoccupied orbital energy	0.66	eV

Record 4
ORCA calculation (wB97M-V/def2-TZVPD) on a molecular structure, C15H18N4O4 in a non-equilibrium geometry.

Geometry as XYZ:
```
41
Properties=species:S:1:pos:R:3:nbo_charge:R:1
H 0.626 -1.174 -4.596 0.2211
C 2.583 0.721 0.271 -0.4047
C 1.801 1.557 -0.857 -0.1116
H -1.028 -2.261 3.269 0.4215
O -1.379 1.236 0.914 -0.5507
C 0.720 2.329 -2.726 0.1338
H -0.866 3.017 -4.227 0.2186
C 0.610 -0.157 -4.213 -0.2465
N -0.475 -1.441 2.907 -0.7660
H -3.275 -3.120 -0.074 0.4003
H 0.533 4.255 -2.014 0.4091
C 1.191 -0.088 -2.911 -0.2248
C -0.019 1.044 -4.735 -0.2149
C 1.392 1.116 -2.196 -0.0321
C 2.537 -0.865 2.111 0.7649
H 0.563 1.876 1.669 0.4246
C 1.622 -0.049 1.144 -0.1808
C -0.065 2.253 -3.924 -0.2515
H -3.186 -0.308 2.444 0.2459
O 3.720 -0.600 2.163 -0.6295
H 1.166 -0.891 0.516 0.1959
H -0.935 -1.551 0.834 0.2331
H 3.430 0.162 -0.327 0.2595
C -2.743 -1.115 1.728 -0.5228
H 1.258 -1.014 -2.388 0.2016
N 0.635 0.782 1.882 -0.6756
N -3.282 -3.502 0.945 -0.8453
O -3.600 -2.901 3.107 -0.5883
N 0.875 3.366 -1.847 -0.5226
H -3.282 -0.769 0.806 0.2493
H -0.678 1.087 -5.573 0.2127
H 1.938 3.646 -0.064 0.2126
C -3.345 -2.574 1.986 0.6750
C -0.726 0.445 1.561 0.6817
H -0.663 -0.685 3.632 0.4020
H 0.783 -1.365 2.785 0.4601
C -1.177 -0.984 1.730 -0.1593
H 3.067 1.419 0.901 0.2273
H -3.848 -4.337 1.100 0.4108
O 1.929 -1.481 3.027 -0.6951
C 1.591 2.922 -0.760 -0.0393
```

Summary:
energy above the lowest of the compared OMol25 structures with the same formula, charge and spin	106.0	kcal/mol
strongest force on any atom	0.084	hartree/bohr
Kohn-Sham gap	8.0	eV
lowest unoccupied orbital energy	0.04	eV

Record 5
ORCA calculation (wB97M-V/def2-TZVPD) on a single C15H18N4O4S2 molecule in a non-equilibrium geometry.

Geometry as XYZ:
```
43
Properties=species:S:1:pos:R:3:nbo_charge:R:1
N 0.552 0.998 -2.600 -0.3671
O -1.663 -1.155 3.127 -0.4904
H 0.271 -2.334 -0.688 0.2815
H 1.285 2.241 -5.451 0.3907
N 0.757 -0.215 -2.089 -0.3034
O -1.800 1.955 -4.917 -0.5374
C -0.696 -0.686 5.306 -0.3255
H 1.426 -3.643 -0.369 0.2682
O -0.008 -2.850 1.611 -0.5605
H -0.127 3.260 -3.080 0.2332
C 1.673 -1.004 5.578 -0.2489
H -0.973 3.376 -6.035 0.1798
H -3.259 -1.490 4.412 0.1789
C 2.177 -1.672 0.052 0.7026
C 0.719 -2.004 2.066 0.6876
H -3.145 2.444 -3.419 0.1581
S 1.877 -0.277 -4.401 0.3068
H -3.005 0.213 3.927 0.1763
H 2.324 -0.738 1.831 0.4184
C 0.086 3.350 -4.145 -0.2555
H 2.556 -0.969 6.197 0.2189
C -2.439 1.652 -3.696 -0.2666
C 0.441 -0.640 6.093 -0.1668
N 1.766 -1.437 1.354 -0.6566
S 1.845 -2.631 -2.479 0.3170
C -1.206 3.223 -4.976 -0.0686
H 0.360 -0.315 7.119 0.2172
C -2.950 -0.829 3.597 -0.2533
H -1.719 1.504 -2.886 0.1980
C -0.620 -1.109 3.981 0.4228
C 1.319 -2.624 -0.742 -0.6385
H 2.717 -1.733 3.863 0.2176
C 1.050 1.162 -3.779 0.2630
C 1.763 -1.419 4.262 -0.1666
H -3.613 -0.973 2.746 0.2074
C 0.632 -1.481 3.457 -0.2263
C 1.417 -1.000 -2.859 -0.1384
H 0.539 4.325 -4.343 0.2029
H -2.983 0.725 -3.866 0.1942
H -1.912 4.003 -4.652 0.1676
H -1.642 -0.395 5.733 0.2229
O 3.165 -1.128 -0.366 -0.5614
N 1.043 2.318 -4.474 -0.5999
```

Summary:
energy above the lowest of the compared OMol25 structures with the same formula, charge and spin	47.0	kcal/mol
strongest force on any atom	0.033	hartree/bohr
structure (SMILES)	COCCNc1nnc(SCC(=O)NC(=O)c2ccccc2OC)s1
Kohn-Sham gap	8.5	eV
lowest unoccupied orbital energy	0.61	eV

Record 6
ORCA calculation (wB97M-V/def2-TZVPD) on a molecular structure, C15H18N4O6P2ReS in a non-equilibrium geometry.

Geometry as XYZ:
```
47
Properties=species:S:1:pos:R:3:mulliken_spin:R:1
C -2.139 4.734 -2.290 -0.0577
S -3.477 5.417 -1.544 0.9634
O -2.932 -3.228 -0.147 0.0011
H 3.937 -1.876 -2.732 0.0006
N 7.052 -0.319 -2.260 -0.0022
C 4.286 0.522 -0.345 0.0025
C 3.666 -1.198 -1.934 0.0047
C -1.112 2.195 0.278 -0.0213
P -0.316 -1.408 2.943 -0.0047
H 1.634 -1.859 -1.862 0.0012
C -0.338 1.468 -1.778 -0.0241
N -0.477 1.249 -0.453 -0.0290
O -0.502 -1.651 4.373 0.0037
C -0.974 -4.022 2.251 0.0011
H 0.196 0.710 -2.335 -0.0014
O 1.052 -1.931 2.226 -0.0011
H -0.659 -4.217 3.277 -0.0001
H -1.748 -4.740 1.967 0.0003
H -0.838 4.829 -3.858 -0.0028
O -0.629 -2.051 -0.533 0.0036
C -1.522 3.551 -1.663 -0.0586
H -0.710 2.668 -3.478 0.0001
H -2.115 4.069 0.348 0.0037
C -1.636 3.334 -0.285 0.0216
P -1.906 -2.297 0.299 0.0033
H 2.722 1.235 0.921 -0.0004
C 2.986 0.543 0.125 -0.0358
Re 0.166 -0.469 0.521 0.2140
H -3.196 -0.601 -0.132 0.0003
C 2.015 -0.313 -0.405 0.0318
C 4.625 -0.349 -1.383 -0.0057
C 2.373 -1.187 -1.441 -0.0158
H 1.807 -2.109 2.814 0.0005
H -1.183 2.026 1.343 -0.0019
O -2.502 -0.767 0.532 0.0011
N -1.680 5.191 -3.433 -0.0030
H -2.131 5.973 -3.888 0.0067
C -0.837 2.583 -2.407 0.0138
H -3.375 -3.284 2.750 0.0002
C 5.967 -0.343 -1.882 0.0011
C -1.490 -2.596 2.086 0.0001
H -2.508 -2.376 3.873 -0.0002
H -3.299 -1.638 2.594 -0.0006
N -2.771 -2.468 2.876 -0.0006
H -0.126 -4.204 1.593 0.0001
O -0.397 0.035 2.400 -0.0138
H 5.041 1.170 0.077 0.0000
```

Summary:
strongest force on any atom	0.066	hartree/bohr
spin multiplicity	2
Kohn-Sham gap (alpha / beta)	5.6 / 3.1	eV
lowest unoccupied orbital energy (alpha / beta)	-8.02 / -10.26	eV
charge	+2

Q: The lowest strongest force on any atom belongs to which entry?
A: C15H18N2O4S2

Q: Among the records above, which one has the lowest strongest force on any atom?
A: C15H18N2O4S2